# 1
The following is a DFT calculation (ωB97M-V/def2-TZVPD) of a cluster of 3 separate species, C31H43F5O10P2 in total in a non-equilibrium geometry.

Last column: Löwdin charge in e.
CARTESIAN COORDINATES (ANGSTROEM)
C -3.03933 2.78269 -5.65612  -0.0715
H -4.91090 -1.16026 -6.45243  0.1127
C -0.72241 -3.33693 6.88535  -0.2788
C -3.45602 -5.54284 4.45746  -0.0625
C -0.36576 -1.00525 -8.48034  -0.2709
H -2.82101 1.00860 -4.45315  0.1048
O -3.21853 0.50855 -6.44016  -0.2260
H -0.58167 -2.98272 -7.62352  0.0732
C -2.19485 -6.05178 4.73489  -0.0026
C 0.60488 5.33820 -2.97553  -0.0675
C 3.17001 -3.66995 5.25245  -0.0147
H -1.88917 -7.01181 4.34128  0.1228
C 1.00637 1.16403 -2.95362  -0.0825
H -0.10474 5.85493 -0.99930  0.1116
C -4.30265 -1.88867 -6.98299  -0.2499
F 1.58419 2.71836 4.19946  0.1064
C -4.42917 -1.73857 -8.48023  -0.0681
C -0.25093 5.09008 -1.75696  -0.2559
H 1.15524 0.18207 -3.40207  0.0765
H -3.15014 3.43758 -4.79017  0.0736
H -1.30344 5.14662 -2.04193  0.1178
C -0.43527 -2.51608 -8.60039  -0.0768
F 1.83454 1.08562 7.27850  0.1484
H -4.14981 -6.09187 3.83554  0.1062
O 2.11876 2.94686 -1.71514  -0.2031
H 0.14722 1.10651 -2.27930  0.0734
C 1.05978 -4.64691 5.80836  -0.0892
F 0.12991 1.85266 6.21065  0.1757
H -4.46081 1.29796 -5.02741  0.1157
F 1.65536 3.21657 6.97958  0.1844
H 0.29427 6.26960 -3.45165  0.0824
C -1.72712 -4.07443 6.05098  -0.0891
H 4.72943 -1.59506 5.69158  0.1161
H 2.48161 0.92844 -1.38946  0.1082
C 3.26546 5.31389 1.69719  -0.0736
H -1.27425 -2.81400 -9.22939  0.0715
C 2.32580 -4.77064 5.26536  0.0084
C -3.82843 -4.30459 4.96245  -0.0678
H 1.28401 6.10496 1.45590  0.1152
F 3.46121 2.34279 5.27114  0.1296
P -2.00735 -0.58624 -6.46844  0.4911
O -0.09017 3.77310 -1.20936  -0.2115
H 1.15160 -1.40134 6.75846  0.1200
H -4.68190 -2.86837 -6.68874  0.1204
C 2.25027 1.61155 -2.21141  -0.2770
H -4.80818 -3.92475 4.70125  0.1062
C 2.20688 1.88633 5.07989  -0.4340
H -5.45475 -1.95679 -8.78088  0.0829
H -4.19097 -0.72534 -8.80107  0.0764
H 1.32339 4.42987 1.99972  0.0935
H 1.65775 5.42728 -2.71188  0.0757
C 3.70161 -1.23188 5.72218  -0.1366
H -2.01024 2.84058 -6.01102  0.0766
H 3.81429 4.39142 1.50912  0.0748
H -3.29783 -2.60717 6.16762  0.1231
O -2.94341 -1.86771 -6.51936  -0.1908
H 4.14343 -3.79682 4.79191  0.1180
H 1.79751 0.56180 3.49505  0.1314
H 0.48604 -2.90728 -9.03270  0.0790
C 3.45147 -0.30722 4.51357  -0.1499
C 1.51977 -2.32590 6.33101  0.0420
C 1.80425 5.15026 1.33877  -0.2889
C 2.13059 0.46031 4.52825  -0.0571
H 3.72004 6.09315 1.08340  0.0749
O -1.00633 -2.77062 7.91586  0.1386
H 0.44532 -0.70567 -7.81207  0.1108
P 1.19012 3.22649 -0.40888  0.5678
O 0.33363 -6.90290 6.11030  0.1340
H -0.16901 -0.56199 -9.45573  0.1185
H 3.45750 -0.94483 3.62621  0.1192
H -3.75748 -2.42187 -8.99917  0.0730
H 1.32849 -0.05871 5.04811  0.1084
H 3.53677 -0.68184 6.65043  0.1135
O -1.60247 -0.44547 -8.02600  -0.1931
C -3.40521 1.35735 -5.30450  -0.2834
H -3.68073 3.15163 -6.45771  0.0764
O 1.67870 4.75595 -0.03052  -0.2470
H 0.50612 4.52493 -3.69427  0.0741
H 2.64021 -5.71483 4.84063  0.1239
C 2.79072 -2.43605 5.76530  -0.1995
C 0.67010 -3.41490 6.33582  -0.0781
C 0.05840 -5.75862 5.83227  -0.2822
O -0.96629 0.07208 -5.65741  -0.2133
H 3.38147 5.58439 2.74808  0.0761
C -1.33840 -5.30519 5.52121  -0.0920
C -2.98460 -3.56510 5.77576  -0.0008
H 3.10712 1.61586 -2.88470  0.1182
H 0.74957 1.87135 -3.74150  0.0725
O 1.91398 2.53761 0.69575  -0.2167
C 1.43543 2.03725 6.41026  -0.5569
H 4.32115 0.33962 4.41423  0.1134

Properties
E_tot: -3141.6294 hartree
HOMO-LUMO gap: 9.024 eV
2S+1: 1
largest force on an atom: 7.5 eV/A
SMILES string: O=C1c2ccccc2C(=O)c2cc(CCCC(F)(F)C(F)(F)F)ccc21.CCOP(=O)(OCC)OCC.CCOP(=O)(OCC)OCC

=====

# 2
The following is a DFT calculation (ωB97M-V/def2-TZVPD) of a structure of composition C4H9NO in a non-equilibrium geometry.

Last column: Löwdin charge in e.
CARTESIAN COORDINATES (ANGSTROEM)
N -1.85765 -0.36307 -0.93723  0.0150
H 2.70613 0.40207 0.75609  0.0781
H -3.07088 0.57362 0.57192  0.1003
H -1.16543 0.01766 -1.58005  0.0931
H 0.76473 -0.98951 1.31379  0.1128
C -2.05480 0.56406 0.16821  -0.1414
C -1.18903 -0.65059 0.33000  -0.2797
H 1.21772 -1.34414 -0.54325  0.1585
H 2.20403 -0.57762 -0.81560  0.1221
O 0.77900 0.63845 0.04232  -0.2209
H 2.39160 1.64275 -0.54605  0.0963
H -1.57739 1.53997 0.13371  0.1009
C 2.13409 0.63323 -0.15502  -0.1365
H -1.61569 -1.48737 0.87922  0.1268
C 0.33354 -0.59952 0.38193  -0.2252

Properties
E_tot: -287.6471 hartree
HOMO-LUMO gap: 10.240 eV
2S+1: 1
relative energy (zero: lowest compared OMol25 entry of this formula, charge and spin): 486.74 kJ/mol
largest force on an atom: 3.4 eV/A

=====

# 3
The following is a DFT calculation (ωB97M-V/def2-TZVPD) of an isolated molecule of H5N3 in a non-equilibrium geometry.

Last column: Löwdin charge in e.
CARTESIAN COORDINATES (ANGSTROEM)
H -0.97147 0.96365 0.27024  0.0564
H -0.02655 -1.35127 0.78148  0.0463
H 1.13942 0.51165 0.76850  0.0321
N -1.22259 -0.00487 -0.01599  -0.0292
N 0.03518 -0.81382 -0.00630  -0.1918
N 1.21781 -0.01764 -0.04917  -0.0016
H -1.39787 0.03819 -1.02678  0.0545
H 1.22607 0.67412 -0.72199  0.0331

Properties
E_tot: -167.1743 hartree
HOMO-LUMO gap: 10.203 eV
2S+1: 1
relative energy (zero: lowest compared OMol25 entry of this formula, charge and spin): 45.18 kJ/mol
largest force on an atom: 4.8 eV/A
SMILES string: NNN

=====

# 4
The following is a DFT calculation (ωB97M-V/def2-TZVPD) of a cluster of 2 separate species, C9H23BN3O5S in total.

Last column: Löwdin charge in e.
CARTESIAN COORDINATES (ANGSTROEM)
C -2.48784 -3.03416 -0.08970  -0.1977
H -0.98092 0.20656 -2.71799  0.0461
H -0.90930 -1.79693 0.72502  0.0928
S 2.53013 1.88201 1.37768  0.5995
C 1.26992 -2.85553 -0.03767  -0.5673
C -1.08876 -2.84608 0.51448  -0.2258
H -3.10802 -3.59523 0.61357  0.0888
C -1.59771 1.69101 1.14385  -0.0941
H -3.60909 -0.57114 -2.17194  0.0726
H -2.89185 -1.00513 0.43160  0.0859
O 2.35458 1.95592 2.78205  -0.2145
H -1.00946 0.79948 1.35878  0.0517
C 3.15725 4.11834 0.48583  -0.1691
H -4.25459 -1.79237 -0.32625  0.0877
H -1.35661 2.48974 1.84771  0.0582
H 3.35113 4.69200 1.39544  0.1311
H 2.92360 4.79108 -0.33451  0.1345
C -2.73806 -1.07080 -1.73589  -0.1918
H -1.82714 3.17662 -0.36347  0.0991
H 1.08186 -1.60010 -1.54899  0.0720
O 2.02824 0.80567 0.61391  -0.2062
H 4.24316 2.80558 -0.85853  0.1345
H 5.27379 3.61047 0.35596  0.1299
H -0.07878 -4.27403 -0.60147  0.1090
O 4.09786 2.07594 1.06504  -0.1905
C 4.29716 3.17176 0.16859  -0.1698
H -1.02844 -3.38121 1.47515  0.0996
H 1.35986 -3.87832 1.52134  0.0198
O -2.19312 1.38381 -1.20871  -0.1687
N 1.93493 -3.23736 0.98137  0.1045
H -2.40758 -3.59847 -1.01807  0.0945
N -0.03977 -3.28588 -0.40350  -0.0037
H -0.69838 -0.26675 -0.80062  0.0510
H -0.39270 2.16021 -0.59754  0.0905
O 2.04425 3.25317 0.70685  -0.1885
C -1.45293 2.14392 -0.30859  -0.3615
C -3.16689 -1.67889 -0.38321  -0.2427
H 2.21452 -1.13949 -0.41976  0.0479
H -2.64441 1.41898 1.29955  0.0688
H -2.43549 -1.87820 -2.40799  0.0675
N 1.79452 -1.91554 -0.90850  0.1326
B -1.55891 0.06935 -1.62089  -0.5783

Properties
net charge: -1
E_tot: -1320.2419 hartree
HOMO-LUMO gap: 6.054 eV
2S+1: 1
largest force on an atom: 0.8 eV/A

=====

# 5
The following is a DFT calculation (ωB97M-V/def2-TZVPD) of a cluster of 6 separate species, H12O6 in total in a non-equilibrium geometry.

Last column: Löwdin charge in e.
CARTESIAN COORDINATES (ANGSTROEM)
H 0.38542 2.78182 1.92389  0.0069
O 1.97482 -1.22642 1.90553  -0.1228
O 1.15642 2.42076 1.53727  -0.0253
H 1.13631 -0.95599 1.44471  -0.0005
H -2.45665 -0.73879 0.76030  0.0725
O 0.41868 0.11325 0.07432  -0.1320
H 1.95953 -1.15396 -2.81668  -0.0163
H 0.84565 -0.08485 -0.75194  0.0108
H -0.62681 -0.16528 -0.06743  0.0946
O -2.68859 2.28659 -0.98202  -0.0188
H -2.72022 1.61465 -0.18281  0.0991
O -1.92797 -1.24325 0.09973  -0.0629
H -3.20323 2.04185 -1.62765  -0.0753
H 0.92608 1.73103 0.96551  -0.0546
H 2.58225 -1.64391 1.21724  0.0575
O 1.56491 -1.63424 -2.16978  -0.0037
H -1.60530 -1.84473 0.83038  0.1016
H 2.27868 -2.29854 -2.16056  0.0692

Properties
E_tot: -458.5709 hartree
HOMO-LUMO gap: 10.287 eV
2S+1: 1
relative energy (zero: lowest compared OMol25 entry of this formula, charge and spin): 266.74 kJ/mol
largest force on an atom: 9.5 eV/A
SMILES string: O.O.O.O.O.O

=====

# 6
The following is a DFT calculation (ωB97M-V/def2-TZVPD) of an isolated molecule of C4H11N3 in a non-equilibrium geometry.

Last column: Löwdin charge in e.
CARTESIAN COORDINATES (ANGSTROEM)
C 0.06781 -0.26502 0.64859  -0.3856
H -1.06478 -3.10971 -0.16543  0.0611
H 1.83012 0.14983 -0.35840  0.1112
H -0.87091 1.63275 -0.71817  0.1147
H -1.76555 -0.03711 1.58442  0.0782
H 1.49765 1.63959 -2.49983  0.0635
C 0.03801 -1.54497 0.22436  -0.1752
H -0.91257 -2.92278 1.38230  0.0684
H 0.56214 -1.73484 -0.70087  0.0939
N -1.10389 -2.37750 0.54331  0.0007
N -0.78556 0.15362 1.71403  0.0864
N 0.60739 1.28562 -2.17071  -0.0192
C 0.22948 1.70169 -0.80660  -0.2591
C 1.04775 0.75604 0.12560  -0.1586
H 1.49111 1.29365 0.95422  0.0978
H -0.42738 1.06025 1.97029  0.0700
H 0.43261 2.75267 -0.55706  0.0945
H -0.02631 1.52071 -2.92507  0.0575

Properties
E_tot: -323.2298 hartree
HOMO-LUMO gap: 8.538 eV
2S+1: 1
relative energy (zero: lowest compared OMol25 entry of this formula, charge and spin): 201.45 kJ/mol
largest force on an atom: 2.1 eV/A
SMILES string: N/C=C(\N)CCN

=====

# 7
The following is a DFT calculation (ωB97M-V/def2-TZVPD) of an isolated molecule of C4H7N2P in a non-equilibrium geometry.

Last column: Löwdin charge in e.
CARTESIAN COORDINATES (ANGSTROEM)
H 1.25812 1.54324 0.46040  0.0411
H 3.10544 -0.76304 -0.26367  0.0859
C 2.16039 1.00289 0.22672  0.0036
N -1.14124 -0.23765 -0.01075  -0.3001
P -2.72014 -0.36231 0.12689  0.8209
H -0.70575 -2.28842 -0.04329  0.0787
C 2.14636 -0.30445 -0.04169  -0.2021
H -4.01228 1.61544 0.02066  0.0196
H 1.48828 -2.29321 -0.11069  0.0842
H 3.07775 1.56693 0.21453  0.0427
N -3.10616 1.22188 -0.16124  -0.2447
C 1.08222 -1.28718 -0.05067  -0.1277
C -0.27779 -1.28442 -0.01747  -0.3375
H -2.35519 1.87031 -0.34973  0.0353

Properties
E_tot: -607.4366 hartree
HOMO-LUMO gap (alpha / beta): 7.437 / 7.438 eV
2S+1: 1
relative energy (zero: lowest compared OMol25 entry of this formula, charge and spin): 59.60 kJ/mol
largest force on an atom: 1.5 eV/A
SMILES string: C=C/C=C\N=P\N

=====

# 8
The following is a DFT calculation (ωB97M-V/def2-TZVPD) of a structure of composition C24H36N4NiS.

Last column: Löwdin charge in e.
CARTESIAN COORDINATES (ANGSTROEM)
H -2.25132 0.32493 -2.64743  0.0327
H -1.86597 -2.13234 -2.02537  0.0693
H 5.29983 -1.40509 2.87859  0.1125
H -5.34820 -0.98556 -1.20577  0.0849
N -0.18898 -0.84020 -4.18361  0.0700
H -2.32208 3.84908 0.31191  0.0794
H -3.70291 1.11547 -2.00293  0.0844
H 0.81381 4.44324 0.73604  0.0855
C 2.30425 0.07878 2.46693  -0.1008
H -0.58114 0.36660 2.89230  0.0909
H 4.60524 -2.34027 0.66701  0.1174
H -0.00938 3.59915 -0.58818  0.0757
H -3.58823 -2.51596 -2.19475  0.0882
H 0.06793 4.12859 3.08113  0.0860
C -1.09939 1.55411 1.09965  -0.2531
C 3.97710 -1.64249 1.20522  -0.0104
C -3.04218 -2.75958 2.03884  -0.0522
H -2.10397 1.83392 -0.84456  0.1003
H -2.74087 -2.89080 -0.69791  0.0451
H 2.96179 -2.36003 -1.27391  0.1314
C -2.21599 -0.18974 0.03824  -0.1413
N 1.94755 -0.38937 1.27443  0.0924
C 0.33348 -0.61824 -2.94870  -0.8913
C -3.24527 0.14911 -2.23200  -0.0736
C 0.41334 3.47692 0.41275  -0.0555
C -3.19827 -0.75965 -0.99413  -0.5164
N 0.80901 -1.67620 -2.32975  -0.0064
C -1.20434 -1.92869 3.42139  -0.0710
H -1.59326 4.93027 1.50795  0.0841
H -1.81976 -1.20861 3.96573  0.0925
H -3.86141 -0.33276 -2.99588  0.0875
C -1.87593 3.89179 1.30776  -0.0474
C 2.32156 -1.74050 -0.65411  -0.0725
C -1.82766 1.16786 -0.04406  -0.1121
H -4.77424 -1.44318 0.39912  0.0584
N 1.19596 -1.33441 -1.07273  -0.1140
Ni 0.18045 0.08072 0.04940  0.5012
H 1.24397 2.77689 0.33274  0.0641
H -3.76369 -2.12124 2.55544  0.0932
H -0.15760 -1.61202 3.48177  0.0744
H -0.52045 -3.93177 1.92579  0.0871
H -1.00191 -3.38585 0.31461  0.0722
C -0.08262 3.07808 2.82267  -0.0543
C -1.00930 0.39287 1.90247  -0.0911
S 0.37958 0.99482 -2.32774  0.6585
H -0.01545 -1.73289 -4.61529  0.0958
H -3.44559 -3.01736 1.06570  0.0531
C 2.76549 -1.25436 0.65598  -0.2449
C -1.67068 -2.08397 1.96336  -0.5143
H -1.28270 -2.89432 3.92556  0.0838
C -0.64776 2.97507 1.40588  -0.5486
C 3.49835 -0.25213 3.08308  -0.0415
H -2.94724 -3.69017 2.60697  0.0855
H -0.76168 2.64222 3.55971  0.0897
H 0.88882 2.58355 2.90307  0.0613
H -0.30146 -0.04169 -4.78068  0.0777
H 0.29847 -2.55990 1.16637  0.0530
C -4.62885 -0.74167 -0.41614  -0.0374
C -1.68285 -0.69861 1.28056  -0.1251
C 4.35394 -1.12679 2.43236  -0.0485
H 3.74285 0.16759 4.04856  0.1094
H -4.86284 0.25924 -0.04199  0.0904
C -0.66803 -3.04798 1.29545  -0.0383
H -2.63826 3.59631 2.03377  0.0922
H 1.59736 0.73932 2.95090  0.0873
C -2.82331 -2.15905 -1.49680  -0.0362

Properties
E_tot: -3061.6443 hartree
HOMO-LUMO gap (alpha / beta): 6.716 / 7.194 eV
2S+1: 3
largest force on an atom: 0.5 eV/A